The ion C4H11N2O with charge +1, computed with ωB97M-V with the def2-TZVPD basis set.

Geometry as XYZ:
```
18
C4H11N2O ωB97M-V with the def2-TZVPD basis set
C -0.154 -0.152 -2.682
N -1.090 0.508 -1.770
C -1.020 0.642 -0.450
O -1.971 0.853 0.288
C 0.328 0.404 0.257
N 0.004 0.113 1.683
C 0.968 -0.831 2.323
H -0.185 0.391 -3.622
H -0.351 -1.212 -2.821
H 0.851 -0.056 -2.280
H -1.943 0.844 -2.193
H 0.931 1.302 0.206
H 0.859 -0.458 -0.129
H -0.012 0.979 2.213
H -0.950 -0.265 1.617
H 0.613 -1.093 3.311
H 1.201 -1.669 1.680
H 1.921 -0.301 2.366
```

Properties
**Highest occupied orbital energy**: -14.0 eV
**Frontier orbital gap**: 10.80 eV
**M**: 103.14 g mol⁻¹
**LUMO energy**: -3.25 eV
**Energy above the lowest of the compared OMol25 structures with the same formula, charge and spin**: 1.154 eV
**Charge**: +1

These are the natural (NBO) partial charges, in e, on atoms 1 to 6: -0.415 -0.577 0.653 -0.617 -0.326 -0.491



A structure of composition C17H14BrNO3STi, computed with ωB97M-V with the def2-TZVPD basis set.

Geometry as XYZ:
```
38
C17H14BrNO3STi ωB97M-V with the def2-TZVPD basis set
C -0.952 1.486 -1.343
C -0.179 2.686 -1.069
C 1.187 2.458 -1.608
H -0.546 3.679 -0.761
C 1.185 1.094 -2.182
C -0.141 0.545 -2.040
H -0.544 -0.344 -2.564
H -2.045 1.378 -1.292
H 1.988 3.214 -1.671
H 2.001 0.663 -2.773
Ti 1.156 1.286 0.045
Br 0.690 2.371 2.067
C -0.720 -2.369 1.601
C -1.111 -2.668 0.261
C -2.193 -1.806 -0.084
H -0.618 -3.386 -0.392
C -2.491 -0.982 1.042
C -1.579 -1.329 2.088
H -1.508 -0.841 3.063
H 0.153 -2.793 2.104
H -2.682 -1.733 -1.052
H -3.236 -0.183 1.046
O 4.093 -4.547 1.286
S 3.769 -3.311 1.956
O 3.505 -3.439 3.364
N 2.520 -2.493 1.125
C 2.825 -1.339 0.595
O 1.988 -0.471 0.036
C 4.246 -1.036 0.853
C 4.837 0.181 0.584
C 6.137 0.444 0.993
C 6.866 -0.514 1.707
C 6.252 -1.742 2.034
C 4.921 -1.973 1.625
H 4.182 0.869 0.051
H 6.536 1.419 0.718
H 7.902 -0.249 1.958
H 6.858 -2.468 2.564
```

Properties
**Highest occupied orbital energy (alpha / beta)**: -2.5 / -2.5 eV
**Frontier orbital gap (alpha / beta)**: 4.42 / 4.32 eV
**M**: 440.14 g mol⁻¹
**LUMO energy (alpha / beta)**: 1.89 / 1.81 eV
**Multiplicity**: 2
**Charge**: -1

These are the natural (NBO) partial charges, in e, on atoms 1 to 6: -0.231 -0.346 -0.502 0.257 -0.336 -0.208



A structure of composition C20H31ClN2OOs, computed with ωB97M-V with the def2-TZVPD basis set.

Geometry as XYZ:
```
56
C20H31ClN2OOs ωB97M-V with the def2-TZVPD basis set
C -5.930 -3.668 0.139
C -7.016 -2.690 0.532
C -6.154 -4.240 -1.245
C -5.739 -4.752 1.177
Cl -4.334 -2.701 0.070
H -7.081 -4.816 -1.250
H -5.341 -4.901 -1.534
H -6.239 -3.451 -1.988
H -7.972 -3.214 0.585
H -7.108 -1.889 -0.197
H -6.816 -2.249 1.505
H -6.652 -5.345 1.251
H -5.529 -4.328 2.156
H -4.923 -5.417 0.907
C 0.156 2.028 -1.323
C -0.091 0.984 -2.247
C -1.402 0.490 -2.028
H 0.599 0.628 -2.994
C -1.973 1.238 -0.975
C -1.009 2.185 -0.538
H -1.141 2.916 0.242
H 1.052 2.620 -1.254
H -1.888 -0.294 -2.585
H -2.969 1.118 -0.585
C 1.517 -1.434 1.368
C 2.239 -0.972 0.245
C 1.679 -1.585 -0.902
H 3.084 -0.304 0.262
C 0.606 -2.416 -0.488
C 0.511 -2.326 0.918
H -0.196 -2.844 1.542
H 1.707 -1.168 2.394
H 2.012 -1.444 -1.918
H -0.007 -3.028 -1.128
Os -0.064 -0.075 -0.015
C 5.030 0.529 -0.014
N 4.117 1.505 0.682
C 4.701 2.163 1.810
C 4.786 3.636 1.506
C 3.390 4.144 1.176
N 2.825 3.380 0.095
C 2.655 4.117 -1.187
C 2.861 1.994 0.241
O 1.773 1.278 0.131
H 5.235 -0.344 0.661
H 6.011 0.969 -0.279
H 4.630 0.121 -0.977
H 4.036 1.963 2.681
H 5.701 1.743 2.051
H 5.442 3.767 0.618
H 5.187 4.166 2.385
H 3.419 5.224 0.932
H 2.712 4.002 2.048
H 1.751 4.768 -1.134
H 3.536 4.745 -1.422
H 2.614 3.471 -2.101
```

Properties
**Highest occupied orbital energy (alpha / beta)**: -12.7 / -14.1 eV
**Frontier orbital gap (alpha / beta)**: 5.34 / 3.70 eV
**M**: 541.16 g mol⁻¹
**LUMO energy (alpha / beta)**: -7.37 / -10.40 eV
**Energy above the lowest of the compared OMol25 structures with the same formula, charge and spin**: 3.168 eV
**Multiplicity**: 5
**Charge**: +2

These are the natural (NBO) partial charges, in e, on atoms 1 to 6: 0.093 -0.639 -0.639 -0.639 -0.186 0.229



A structure of composition C46H33N6O4PW, computed with ωB97M-V with the def2-TZVPD basis set.

Geometry as XYZ:
```
91
C46H33N6O4PW ωB97M-V with the def2-TZVPD basis set
W -0.068 -0.029 1.247
O 1.717 -1.183 4.933
C 1.361 -1.055 3.793
N 0.408 -0.168 3.312
C 0.016 0.872 4.140
O 0.579 1.347 5.088
C -1.345 1.359 3.738
C -2.021 2.266 4.526
C -3.310 2.627 4.170
C -3.872 2.034 3.048
C -3.114 1.154 2.307
N -1.858 0.826 2.625
C 1.846 -1.998 2.740
C 2.825 -2.913 3.060
C 3.221 -3.825 2.105
C 2.566 -3.821 0.883
C 1.582 -2.887 0.650
N 1.238 -1.953 1.548
H -1.518 2.646 5.406
H -3.873 3.337 4.763
H -4.892 2.244 2.749
H -3.552 0.667 1.445
H 3.251 -2.870 4.052
H 4.009 -4.539 2.311
H 2.801 -4.540 0.110
H 1.021 -2.910 -0.259
C -2.076 -3.833 2.330
C -2.966 -4.038 1.300
C -3.140 -3.019 0.375
C -2.385 -1.878 0.490
N -1.447 -1.720 1.424
C -1.342 -2.660 2.358
C -2.595 -0.667 -0.330
C -3.640 -0.488 -1.209
C -3.836 0.764 -1.765
C -3.022 1.806 -1.373
C -1.990 1.550 -0.495
N -1.751 0.318 -0.039
C -1.133 2.600 0.109
C -1.285 3.946 -0.133
C -0.461 4.845 0.520
C 0.481 4.355 1.402
C 0.565 2.991 1.597
N -0.225 2.128 0.956
H -1.940 -4.567 3.115
H -3.536 -4.957 1.231
H -3.870 -3.106 -0.421
H -0.651 -2.466 3.156
H -4.320 -1.304 -1.427
H -4.649 0.933 -2.464
H -3.194 2.811 -1.736
H -2.034 4.291 -0.836
H -0.553 5.910 0.343
H 1.141 5.016 1.948
H 1.286 2.564 2.273
O 3.812 -0.221 1.881
C 3.093 0.247 1.045
O 1.822 0.593 1.272
C 3.545 0.533 -0.343
C 4.883 0.860 -0.530
C 5.351 1.186 -1.790
C 4.482 1.164 -2.873
C 3.151 0.821 -2.693
C 2.658 0.503 -1.424
P 0.912 -0.045 -1.282
C 0.098 1.120 -2.456
C 0.360 2.486 -2.311
C -0.238 3.418 -3.147
C -1.114 3.000 -4.142
C -1.379 1.646 -4.298
C -0.776 0.711 -3.462
C 0.895 -1.609 -2.243
C -0.314 -2.290 -2.404
C -0.374 -3.493 -3.091
C 0.786 -4.043 -3.625
C 1.992 -3.379 -3.471
C 2.050 -2.169 -2.786
H 5.544 0.862 0.330
H 6.393 1.454 -1.929
H 4.841 1.410 -3.866
H 2.497 0.782 -3.556
H 1.058 2.823 -1.550
H -0.004 4.472 -3.034
H -1.567 3.727 -4.808
H -2.043 1.310 -5.087
H -0.980 -0.340 -3.624
H -1.221 -1.878 -1.986
H -1.323 -4.005 -3.208
H 0.747 -4.985 -4.160
H 2.903 -3.803 -3.884
H 3.007 -1.683 -2.657
```

Properties
**Highest occupied orbital energy**: -12.7 eV
**Frontier orbital gap**: 6.04 eV
**M**: 948.62 g mol⁻¹
**LUMO energy**: -6.67 eV
**Energy above the lowest of the compared OMol25 structures with the same formula, charge and spin**: 1.113 eV
**Charge**: +2

These are the Mulliken partial charges, in e, on atoms 1 to 6: 2.331 -0.606 -0.427 0.179 -0.825 -0.586



A structure of composition C20H23IrNO9, computed with ωB97M-V with the def2-TZVPD basis set.

Geometry as XYZ:
```
54
C20H23IrNO9 ωB97M-V with the def2-TZVPD basis set
Ir 0.070 -0.243 -0.123
C -0.017 2.562 1.475
O -0.736 1.323 1.357
C -0.991 0.705 2.627
C -1.815 -0.520 2.368
O -1.046 -1.407 1.536
C -1.746 -2.634 1.267
H -0.589 3.251 2.096
H 0.081 2.967 0.472
H 0.964 2.388 1.918
H -1.541 1.398 3.266
H -0.041 0.448 3.101
H -2.743 -0.262 1.850
H -2.057 -1.020 3.308
H -1.983 -3.124 2.211
H -1.084 -3.263 0.681
H -2.664 -2.431 0.713
O -0.946 1.288 -1.465
C -1.523 1.195 -2.534
C -1.900 -0.057 -3.206
C -2.543 0.050 -4.407
C -2.921 -1.113 -5.099
C -2.670 -2.399 -4.631
C -2.022 -2.540 -3.432
C -1.619 -1.381 -2.661
O -1.053 -1.566 -1.560
N -3.614 -0.948 -6.403
O -3.947 -1.961 -6.968
O -3.771 0.190 -6.786
H -1.807 2.116 -3.060
H -2.769 1.014 -4.848
H -2.988 -3.248 -5.220
H -1.797 -3.513 -3.016
C 5.419 0.213 -4.877
O 5.988 0.058 -3.567
C 5.171 0.030 -2.528
C 5.830 -0.115 -1.272
C 5.107 -0.155 -0.078
C 3.734 -0.058 -0.047
C 3.021 -0.108 1.251
C 3.750 -0.138 2.561
O 1.788 -0.114 1.326
C 3.039 0.086 -1.345
O 1.792 0.187 -1.452
C 3.807 0.125 -2.556
H 6.259 0.206 -5.561
H 4.891 1.164 -4.945
H 4.751 -0.619 -5.097
H 6.910 -0.190 -1.268
H 5.672 -0.269 0.833
H 4.827 -0.225 2.511
H 3.349 -0.966 3.146
H 3.501 0.782 3.094
H 3.250 0.240 -3.474
```

Properties
**Highest occupied orbital energy (alpha / beta)**: -14.4 / -14.8 eV
**Frontier orbital gap (alpha / beta)**: 8.04 / 5.55 eV
**M**: 613.62 g mol⁻¹
**LUMO energy (alpha / beta)**: -6.38 / -9.22 eV
**Energy above the lowest of the compared OMol25 structures with the same formula, charge and spin**: 0.026 eV
**Multiplicity**: 6
**Charge**: +2

These are the natural (NBO) partial charges, in e, on atoms 1 to 6: 1.460 -0.253 -0.570 -0.099 -0.093 -0.580



A cluster of 2 separate species, C8H9O in total, computed with ωB97M-V with the def2-TZVPD basis set.

Geometry as XYZ:
```
18
C8H9O ωB97M-V with the def2-TZVPD basis set
C -3.149 0.359 0.030
C -2.193 1.321 0.021
C -2.795 -1.019 0.059
C -0.869 0.990 -0.281
C -1.453 -1.368 0.051
C -0.490 -0.344 -0.193
C 1.779 -0.102 0.079
C 4.640 -0.169 -0.014
O 0.788 -0.762 -0.257
H -4.123 0.754 0.084
H -2.566 2.281 0.040
H -3.559 -1.865 0.193
H -0.288 1.871 -0.487
H -1.266 -2.451 0.096
H 5.217 0.814 -0.127
H 1.508 0.807 0.529
H 4.400 -0.351 0.985
H 4.420 -0.766 -0.806
```

Properties
**Highest occupied orbital energy (alpha / beta)**: -13.3 / -13.3 eV
**Frontier orbital gap (alpha / beta)**: 7.69 / 6.24 eV
**M**: 121.16 g mol⁻¹
**LUMO energy (alpha / beta)**: -5.63 / -7.05 eV
**Energy above the lowest of the compared OMol25 structures with the same formula, charge and spin**: 4.387 eV
**Charge**: +1

These are the natural (NBO) partial charges, in e, on atoms 1 to 6: -0.164 -0.179 -0.173 -0.258 -0.228 0.205



A structure of composition C25H16F12IN2O2V, computed with ωB97M-V with the def2-TZVPD basis set.

Geometry as XYZ:
```
59
C25H16F12IN2O2V ωB97M-V with the def2-TZVPD basis set
V -0.303 1.496 0.642
C 5.816 -1.976 -0.627
C 4.396 -1.477 -0.553
C 3.341 -2.175 -1.121
C 2.046 -1.710 -1.037
C 1.704 -0.521 -0.355
N 0.395 -0.114 -0.227
C -0.685 -0.915 -0.606
C -0.747 -2.259 -0.190
C -1.785 -3.094 -0.532
C -2.839 -2.626 -1.307
C -3.989 -3.518 -1.702
C -2.828 -1.288 -1.663
C -1.807 -0.406 -1.298
C -1.958 1.101 -1.654
O -1.181 1.990 -0.963
C -1.657 1.292 -3.162
F -0.404 0.908 -3.428
F -2.472 0.568 -3.955
F -1.776 2.569 -3.543
C -3.429 1.575 -1.341
F -3.721 1.265 -0.069
F -3.540 2.901 -1.465
F -4.402 1.049 -2.113
C 2.801 0.258 0.111
C 4.093 -0.253 0.024
C 2.611 1.725 0.545
O 1.421 2.027 1.165
C 3.678 2.204 1.581
F 3.699 1.361 2.626
F 3.374 3.417 2.054
F 4.944 2.298 1.123
C 2.726 2.596 -0.746
F 1.826 2.193 -1.650
F 3.940 2.519 -1.323
F 2.488 3.895 -0.504
H 5.838 -3.053 -0.801
H 6.358 -1.770 0.297
H 6.366 -1.497 -1.443
H 3.534 -3.105 -1.647
H 1.262 -2.271 -1.521
H 0.067 -2.627 0.421
H -1.779 -4.124 -0.188
H -3.668 -4.556 -1.798
H -4.419 -3.199 -2.652
H -4.785 -3.488 -0.953
H -3.661 -0.927 -2.246
H 4.923 0.331 0.393
I -2.661 3.725 5.435
C -2.405 2.064 4.175
C -3.202 0.929 4.365
C -2.918 -0.181 3.533
C -1.969 -0.099 2.562
N -1.233 1.051 2.335
C -1.434 2.106 3.218
H -3.974 0.896 5.118
H -3.466 -1.106 3.656
H -1.767 -0.934 1.905
H -0.778 2.960 3.099
```

Properties
**Highest occupied orbital energy (alpha / beta)**: -2.9 / -4.7 eV
**Frontier orbital gap (alpha / beta)**: 5.13 / 6.94 eV
**M**: 782.24 g mol⁻¹
**LUMO energy (alpha / beta)**: 2.27 / 2.26 eV
**Multiplicity**: 4
**Charge**: -1

These are the natural (NBO) partial charges, in e, on atoms 1 to 6: 1.569 -0.617 -0.088 -0.178 -0.302 0.285



A structure of composition C14H14N4OPdS, computed with ωB97M-V with the def2-TZVPD basis set.

Geometry as XYZ:
```
35
C14H14N4OPdS ωB97M-V with the def2-TZVPD basis set
Pd -0.366 -0.391 0.444
N -0.863 2.079 4.013
C -0.568 1.412 2.919
S -1.056 -0.194 2.704
N 0.207 2.203 2.051
N 0.632 1.536 0.993
C 1.457 2.270 0.264
C 2.236 1.774 -0.837
C 3.145 2.651 -1.379
C 4.077 2.253 -2.388
C 4.107 0.947 -2.828
C 3.208 0.027 -2.309
C 2.212 0.404 -1.330
O 1.378 -0.456 -0.970
H -1.416 1.654 4.743
H -0.506 3.016 4.147
H 1.602 3.301 0.575
H 3.172 3.675 -1.024
H 4.768 2.984 -2.787
H 4.828 0.642 -3.574
H 3.196 -1.005 -2.637
N -2.084 -0.133 -0.983
C -2.402 -1.402 -0.441
C -3.533 -1.598 0.352
C -3.708 -2.818 0.966
C -2.762 -3.842 0.815
C -1.648 -3.649 0.027
C -1.455 -2.423 -0.615
H -2.810 0.568 -0.899
H -1.707 -0.159 -1.924
H -4.259 -0.803 0.478
H -4.588 -2.985 1.572
H -2.919 -4.793 1.304
H -0.932 -4.446 -0.118
H -0.643 -2.301 -1.326
```

Properties
**Highest occupied orbital energy (alpha / beta)**: -14.8 / -15.3 eV
**Frontier orbital gap (alpha / beta)**: 7.83 / 5.67 eV
**M**: 392.78 g mol⁻¹
**LUMO energy (alpha / beta)**: -7.02 / -9.64 eV
**Multiplicity**: 5
**Charge**: +2

These are the natural (NBO) partial charges, in e, on atoms 1 to 6: 0.993 -0.653 0.235 -0.089 -0.170 -0.329



no.,energy (eV)
1,-9347.7027
2,-129481.5727
3,-41236.7987
4,-76474.3024
5,-43846.2719
6,-10475.4582
7,-99663.6689
8,-37050.0453